A 10-piece molecular cluster, C40H60O30 overall, computed with ωB97M-V/def2-TZVPD.

```
130
C40H60O30, DFT ωB97M-V/def2-TZVPD
C -2.306 -6.627 -4.574
C -2.196 -6.048 -3.171
C -3.253 -5.012 -2.824
O -3.687 -5.460 -1.542
C -3.058 -6.507 -1.158
O -3.318 -7.079 -0.081
O -2.478 -7.004 -2.235
H -3.246 -7.148 -4.756
H -1.622 -7.366 -4.993
H -2.367 -5.807 -5.290
H -1.182 -5.656 -3.095
H -4.066 -4.996 -3.550
H -2.875 -4.016 -2.593
C -0.553 1.845 5.116
C -1.964 2.084 4.654
C -2.177 2.572 3.206
O -2.638 1.462 2.480
C -2.995 0.503 3.414
O -3.806 -0.372 3.193
O -2.567 0.850 4.682
H -0.583 1.446 6.130
H -0.095 2.831 5.194
H 0.011 1.178 4.463
H -2.388 2.750 5.406
H -1.191 2.869 2.850
H -2.805 3.463 3.240
C -5.596 -1.626 -1.860
C -6.112 -0.670 -0.774
C -5.075 -0.452 0.350
O -4.551 0.786 0.037
C -5.205 1.268 -0.967
O -5.285 2.423 -1.390
O -6.213 0.529 -1.319
H -6.247 -1.506 -2.727
H -5.841 -2.621 -1.489
H -4.547 -1.590 -2.151
H -7.052 -0.993 -0.326
H -4.319 -1.235 0.304
H -5.508 -0.391 1.348
C 2.938 7.766 -2.584
C 1.991 6.886 -3.282
C 2.642 5.974 -4.295
O 2.762 4.741 -3.512
C 1.799 4.754 -2.573
O 1.392 3.844 -1.874
O 1.293 5.942 -2.473
H 2.493 8.199 -1.688
H 3.199 8.645 -3.173
H 3.844 7.194 -2.380
H 1.265 7.449 -3.868
H 3.681 6.268 -4.443
H 2.235 5.734 -5.278
C 3.515 1.238 -4.130
C 4.320 1.361 -2.816
C 5.069 0.079 -2.395
O 6.405 0.486 -2.179
C 6.487 1.895 -2.425
O 7.508 2.530 -2.362
O 5.338 2.323 -2.855
H 4.189 1.147 -4.982
H 2.874 2.120 -4.163
H 2.988 0.293 -4.266
H 3.567 1.615 -2.070
H 4.997 -0.720 -3.134
H 4.751 -0.220 -1.396
C 7.236 -0.863 0.983
C 6.597 0.193 1.801
C 6.594 1.654 1.361
O 5.349 1.735 0.722
C 4.543 0.725 1.124
O 3.347 0.756 0.861
O 5.212 -0.157 1.822
H 8.307 -0.848 0.782
H 6.824 -1.151 0.016
H 7.127 -1.637 1.743
H 6.806 0.246 2.870
H 7.194 1.749 0.456
H 6.745 2.384 2.156
C 0.352 1.392 0.270
C 0.011 0.921 -1.223
C 0.989 -0.061 -1.870
O 0.189 -1.120 -2.021
C -1.007 -0.888 -1.543
O -1.885 -1.755 -1.497
O -1.178 0.283 -1.268
H -0.557 1.860 0.649
H 1.158 2.119 0.172
H 0.612 0.440 0.732
H 0.017 1.746 -1.935
H 1.836 -0.253 -1.212
H 1.364 0.311 -2.823
C -4.651 -4.775 4.168
C -4.436 -5.246 2.763
C -5.289 -4.689 1.660
O -4.509 -3.665 1.015
C -3.185 -3.960 1.358
O -2.095 -3.555 0.858
O -3.129 -4.937 2.392
H -4.410 -3.756 4.471
H -4.104 -5.378 4.892
H -5.693 -4.859 4.476
H -4.611 -6.321 2.806
H -6.170 -4.162 2.024
H -5.343 -5.418 0.851
C 0.639 6.423 2.790
C -0.139 6.385 1.428
C -0.355 5.114 0.657
O -1.699 4.807 0.854
C -2.328 5.853 1.541
O -3.591 5.859 1.667
O -1.434 6.838 1.697
H 0.786 5.437 3.229
H 0.040 6.913 3.558
H 1.669 6.777 2.830
H 0.460 7.078 0.838
H 0.175 4.229 1.009
H -0.056 5.156 -0.391
C 1.537 -3.218 1.051
C 1.039 -4.434 1.855
C 0.380 -5.633 1.086
O 1.366 -6.592 1.186
C 2.323 -6.180 2.074
O 3.186 -6.920 2.555
O 2.175 -4.933 2.455
H 0.788 -2.429 0.975
H 1.774 -3.455 0.014
H 2.458 -2.772 1.428
H 0.318 -4.113 2.607
H 0.276 -5.430 0.020
H -0.532 -6.043 1.520
```

F_max   9.037 eV/A
Net charge   +1
DFT total energy   -103865.014 eV
Energy relative to the best compared isomer or geometry (same formula, charge and spin)   206.2 kJ/mol
Multiplicity   2
Frontier orbital gap (alpha / beta)   8.090 / 2.454 eV
E_HOMO (alpha / beta)   -11.531 / -11.531 eV

***

A 10-piece molecular cluster, C40H60O5S5 overall, computed with ωB97M-V/def2-TZVPD.

```
110
C40H60O5S5, DFT ωB97M-V/def2-TZVPD
C -4.132 -1.169 -1.833
S -5.198 -0.258 -2.966
O -6.440 -1.168 -2.876
C -5.575 1.125 -1.811
H -4.737 -1.190 -0.878
H -3.442 -0.484 -1.592
H -3.875 -2.087 -2.016
H -6.030 0.783 -0.797
H -6.342 1.688 -2.346
H -4.717 1.570 -1.429
C -1.644 3.989 -0.355
S -2.297 5.335 0.695
O -3.428 4.647 1.534
C -0.714 5.605 1.543
H -2.446 3.474 -0.924
H -1.352 3.005 0.292
H -0.953 4.340 -0.988
H -0.285 4.952 2.093
H -0.920 6.269 2.325
H -0.086 5.901 0.894
C -2.384 -4.216 2.716
S -3.933 -3.692 1.887
O -3.541 -3.837 0.386
C -4.803 -5.254 2.128
H -1.360 -3.795 2.450
H -2.116 -5.267 2.579
H -2.583 -4.044 3.834
H -4.336 -6.085 2.006
H -5.772 -5.296 1.575
H -5.232 -5.552 3.125
C -3.929 1.098 2.378
S -5.000 -0.016 3.262
O -4.064 -1.158 3.501
C -5.427 0.904 4.745
H -3.644 0.517 1.567
H -3.271 1.714 2.791
H -4.689 1.662 2.012
H -4.578 1.287 5.467
H -5.881 0.196 5.226
H -6.059 1.592 4.414
C -2.014 -2.907 6.531
S -1.935 -1.297 5.843
O -0.978 -0.770 6.911
C -1.042 -1.556 4.313
H -2.543 -3.549 5.978
H -2.745 -2.759 7.435
H -1.059 -3.371 6.923
H -0.788 -0.567 3.895
H -1.526 -2.041 3.667
H -0.103 -2.180 4.685
C 3.989 3.282 0.867
C 3.989 1.892 0.319
C 4.193 0.849 1.163
C 4.390 1.002 2.529
C 4.336 2.319 3.158
C 4.138 3.494 2.248
H 4.051 3.990 0.228
H 3.945 1.571 -0.842
H 3.981 -0.118 0.980
H 4.369 0.263 3.310
H 4.231 2.364 4.324
H 4.071 4.713 2.601
C -0.749 -1.616 -0.512
C 0.129 -0.984 -1.691
C 0.970 0.172 -1.348
C 0.659 0.805 -0.227
C -0.182 0.385 0.825
C -0.924 -0.936 0.741
H -1.282 -2.609 -0.656
H 0.232 -1.596 -2.619
H 1.720 0.536 -2.084
H 1.392 1.893 -0.067
H -0.340 0.825 1.857
H -1.514 -1.411 1.399
C 1.319 5.417 -2.490
C 1.872 6.191 -3.709
C 2.603 5.612 -4.861
C 2.924 4.297 -4.643
C 2.583 3.431 -3.594
C 1.659 4.059 -2.484
H 0.661 5.920 -1.718
H 1.724 7.239 -3.801
H 3.013 6.042 -5.629
H 3.681 3.791 -5.374
H 2.972 2.458 -3.582
H 1.313 3.598 -1.563
C 5.133 0.014 -3.719
C 3.728 -0.184 -4.229
C 3.598 -0.015 -5.666
C 4.660 0.386 -6.460
C 5.991 0.500 -5.976
C 6.213 0.283 -4.533
H 5.369 0.144 -2.699
H 3.001 -0.425 -3.689
H 2.533 -0.397 -6.120
H 4.282 0.671 -7.539
H 6.796 0.992 -6.594
H 7.176 0.476 -4.055
C 1.145 -6.140 -0.421
C 1.081 -4.847 -1.103
C 2.245 -4.298 -1.789
C 3.429 -5.093 -1.957
C 3.521 -6.340 -1.318
C 2.264 -6.890 -0.449
H 0.234 -6.627 0.104
H 0.175 -4.235 -0.916
H 2.260 -3.497 -2.565
H 4.138 -4.897 -2.698
H 4.382 -7.004 -1.468
H 2.472 -7.808 0.007
```

F_max   12.278 eV/A
Net charge   0
DFT total energy   -106844.648 eV
Energy relative to the best compared isomer or geometry (same formula, charge and spin)   1469.1 kJ/mol
Multiplicity   1
Frontier orbital gap   8.944 eV
E_HOMO   -8.606 eV

***

C40H61Br2CdN10O2PSi as an isolated structure, computed with ωB97M-V/def2-TZVPD.

```
118
C40H61Br2CdN10O2PSi, DFT ωB97M-V/def2-TZVPD
Cd 0.745 -0.616 0.537
C 2.344 -1.478 4.477
Si 0.587 -1.044 3.853
C 0.570 0.854 3.630
C -0.771 -1.372 5.163
N 0.170 -1.688 2.298
C 0.069 -3.050 2.101
C 0.337 -3.996 3.100
C 0.242 -5.355 2.873
C -0.117 -5.835 1.627
C -0.395 -4.934 0.614
C -0.327 -3.572 0.848
O -0.651 -2.627 -0.137
C -0.888 -3.140 -1.404
C 0.164 -3.406 -2.268
C -0.099 -3.924 -3.523
C -1.404 -4.181 -3.916
C -2.452 -3.905 -3.054
C -2.197 -3.384 -1.798
H 2.568 -0.935 5.390
H 3.089 -1.200 3.734
H 2.481 -2.533 4.690
H 0.269 1.355 4.542
H -0.127 1.117 2.839
H 1.549 1.222 3.358
H -0.513 -0.894 6.103
H -0.912 -2.428 5.362
H -1.732 -0.969 4.851
H 0.634 -3.655 4.076
H 0.447 -6.043 3.677
H -0.183 -6.894 1.437
H -0.676 -5.305 -0.359
H 1.178 -3.215 -1.944
H 0.717 -4.143 -4.195
H -1.601 -4.604 -4.889
H -3.467 -4.121 -3.348
H -3.002 -3.202 -1.101
Br 6.719 -3.997 -1.000
C 5.105 -3.109 -0.569
C 4.279 -3.581 0.441
C 3.096 -2.899 0.679
N 2.731 -1.824 -0.002
C 3.543 -1.331 -0.943
C 4.742 -1.962 -1.266
C 3.120 -0.069 -1.588
C 3.901 0.580 -2.546
C 3.469 1.795 -3.055
Br 4.504 2.722 -4.345
C 2.271 2.338 -2.605
C 1.559 1.613 -1.668
N 1.963 0.454 -1.181
H 4.550 -4.453 1.013
H 2.412 -3.238 1.446
H 5.399 -1.589 -2.033
H 4.830 0.165 -2.897
H 1.920 3.283 -2.984
H 0.602 1.955 -1.300
N -2.605 -0.321 1.215
H -2.177 -0.946 0.536
H -3.572 -0.614 1.321
H -2.134 -0.543 2.091
C -1.715 5.142 0.281
N -2.887 4.201 0.012
C -3.744 4.195 1.277
N -2.974 3.808 2.389
C -1.876 4.729 2.605
N -1.008 4.761 1.440
C -0.277 3.520 1.279
P -1.351 1.987 0.992
C -2.423 2.836 -0.327
C -2.563 2.420 2.374
H -2.129 6.146 0.414
H -1.057 5.131 -0.593
H -3.442 4.572 -0.763
H -4.581 3.513 1.114
H -4.118 5.213 1.415
H -1.299 4.407 3.472
H -2.272 5.729 2.794
H 0.314 3.342 2.180
H 0.419 3.633 0.444
H -3.298 2.198 -0.477
H -1.863 2.879 -1.265
H -2.097 2.184 3.332
H -3.446 1.788 2.264
C 4.294 1.995 3.630
N 3.730 2.748 2.529
C 3.755 4.186 2.659
C 3.144 2.134 1.509
O 2.996 0.928 1.379
H 5.263 2.411 3.899
H 4.415 0.959 3.325
H 3.631 2.037 4.497
H 4.777 4.550 2.768
H 3.187 4.489 3.540
H 3.313 4.658 1.783
H 2.781 2.841 0.739
C -2.585 -1.442 -5.843
C -2.396 -0.077 -5.186
N -2.349 -0.103 -3.728
C -3.647 -0.133 -3.078
C -4.392 1.206 -3.134
C -1.189 -0.165 -3.024
C 0.064 -0.449 -3.802
N -1.055 0.017 -1.758
H -2.606 -1.315 -6.922
H -3.522 -1.902 -5.539
H -1.779 -2.126 -5.593
H -3.233 0.563 -5.474
H -1.489 0.394 -5.567
H -3.506 -0.441 -2.040
H -4.258 -0.901 -3.561
H -3.710 2.037 -2.959
H -5.176 1.217 -2.382
H -4.863 1.355 -4.100
H -0.090 -1.256 -4.509
H 0.842 -0.738 -3.101
H 0.392 0.439 -4.343
H -1.926 0.222 -1.274
```

F_max   1.400 eV/A
Net charge   +2
DFT total energy   -223271.665 eV
Energy relative to the best compared isomer or geometry (same formula, charge and spin)   22.4 kJ/mol
Multiplicity   1
Frontier orbital gap   6.438 eV
E_HOMO   -11.346 eV

***

C40H62As2Br2HfINO8SeSi as an isolated structure, computed with ωB97M-V/def2-TZVPD.

```
119
C40H62As2Br2HfINO8SeSi, DFT ωB97M-V/def2-TZVPD
Hf 0.067 -1.236 -0.874
C 2.146 -2.043 -0.211
C 3.151 -1.153 -0.733
C 3.140 0.018 0.055
C 2.184 -0.176 1.081
C 1.597 -1.437 1.017
C 1.058 -2.131 2.268
C -0.101 -1.327 2.872
C 2.217 -2.163 3.278
C 0.595 -3.569 2.026
C 3.910 1.343 0.097
C 5.221 1.447 -0.683
C 4.287 1.690 1.553
C 3.015 2.470 -0.467
C 4.110 -1.638 -1.817
C 3.831 -3.100 -2.204
C 3.977 -0.817 -3.106
C 5.562 -1.585 -1.292
H 2.238 -3.120 -0.297
H 2.062 0.482 1.917
H 0.232 -0.326 3.140
H -0.447 -1.824 3.775
H -0.955 -1.251 2.185
H 2.521 -1.160 3.558
H 3.077 -2.671 2.852
H 1.914 -2.692 4.178
H -0.317 -3.598 1.432
H 0.360 -4.031 2.982
H 1.375 -4.171 1.565
H 5.962 0.781 -0.259
H 5.607 2.461 -0.594
H 5.107 1.234 -1.737
H 4.792 0.847 2.012
H 3.447 1.963 2.180
H 4.977 2.530 1.555
H 2.977 2.426 -1.559
H 3.421 3.441 -0.171
H 1.596 2.482 1.068
H 2.819 -3.242 -2.580
H 3.997 -3.774 -1.367
H 4.518 -3.383 -2.998
H 3.042 -1.045 -3.610
H 4.786 -1.070 -3.785
H 4.001 0.250 -2.912
H 5.579 -1.387 -0.225
H 6.136 -0.826 -1.809
H 6.064 -2.534 -1.458
Br 0.853 0.801 -2.925
C -0.656 0.592 -4.109
Br -1.739 -0.785 -3.359
H -0.296 0.301 -5.091
H -1.234 1.513 -4.094
I 0.891 -2.456 -5.034
C 0.423 -3.936 -3.608
C 0.353 -5.243 -4.060
C 0.150 -6.253 -3.138
C 0.029 -5.897 -1.802
C 0.093 -4.561 -1.459
N 0.287 -3.561 -2.335
H 0.480 -5.457 -5.110
H 0.111 -7.284 -3.453
H -0.107 -6.641 -1.035
H 0.001 -4.277 -0.420
C -3.846 -5.076 1.168
Si -4.513 -3.616 0.157
C -4.905 -3.843 -1.683
C -5.327 -2.191 1.107
Se -2.050 -2.329 -0.243
H -4.627 -5.796 1.394
H -3.425 -4.729 2.110
H -3.058 -5.592 0.626
H -5.848 -4.362 -1.828
H -4.122 -4.415 -2.177
H -4.966 -2.878 -2.184
H -6.248 -2.508 1.588
H -5.562 -1.361 0.444
H -4.650 -1.824 1.876
C -1.378 1.862 4.677
O -0.078 2.071 4.149
C 0.115 2.327 2.884
O 1.281 2.371 2.477
C -0.980 2.530 1.914
C -1.559 3.751 1.876
As -2.167 4.921 0.277
C -4.134 4.841 0.453
C -1.775 3.549 -1.002
C -0.598 2.822 -0.630
As -0.983 1.170 0.394
C -2.950 0.986 0.428
C 0.654 3.259 -0.675
O 1.647 2.349 -0.007
O 1.196 4.301 -1.286
C 1.391 5.519 -0.535
C -2.592 2.804 -1.840
O -2.203 1.673 -2.252
O -3.754 3.376 -2.221
C -4.506 2.734 -3.231
C -0.964 4.761 2.819
O 0.163 5.122 2.572
O -1.642 5.266 3.829
C -3.026 5.009 3.980
H -1.697 2.754 5.216
H -1.284 1.034 5.379
H -2.093 1.619 3.883
H -4.452 5.472 1.284
H -4.534 3.838 0.576
H -4.541 5.268 -0.461
H -3.427 1.960 0.330
H -3.242 0.522 1.377
H -3.297 0.340 -0.379
H 0.560 6.200 -0.734
H 2.321 5.952 -0.898
H 1.451 5.327 0.537
H -5.452 3.268 -3.283
H -4.678 1.682 -2.989
H -4.000 2.801 -4.199
H -3.584 5.863 3.593
H -3.225 4.912 5.047
H -3.324 4.102 3.449
```

F_max   1.839 eV/A
Net charge   +2
DFT total energy   -404732.014 eV
Energy relative to the best compared isomer or geometry (same formula, charge and spin)   514.3 kJ/mol
Multiplicity   1
Frontier orbital gap   5.613 eV
E_HOMO   -11.277 eV

***

> Which value of energy relative to the best compared isomer or geometry (same formula, charge and spin) does entry 1 give?

206.2 kJ/mol

***

> Among the records above, which one has the lowest energy relative to the best compared isomer or geometry (same formula, charge and spin)?

C40H61Br2CdN10O2PSi

***

> What is the formula in the fourth record?

C40H62As2Br2HfINO8SeSi